Record 1
55
Properties=species:S:1:pos:R:3:forces:R:3:mulliken_charge:R:1 method="wB97M-V/def2-TZVPD" gap_ev=9.56 total_charge=+1
H -0.790585 -2.016707 0.588395 -0.1 -0.2 -0.2 0.293
H -5.115889 1.783093 -2.270454 0.0 0.0 0.1 0.405
C 1.897145 -0.755238 -0.937357 -0.1 -0.5 -0.8 0.180
C 3.737012 -2.546361 -1.049342 0.1 0.2 -0.8 -0.409
H -5.750170 -0.305310 -1.209735 0.1 0.0 0.0 0.362
H 0.423184 4.046918 0.503502 0.3 -0.5 0.1 0.196
C -8.603983 0.761667 1.758468 -0.1 -0.1 0.2 -0.419
H 2.894283 -1.441518 -2.702329 -0.1 -0.2 0.1 0.476
S 0.747860 3.232007 1.546574 0.0 0.1 0.3 -0.103
O 6.010417 -2.146259 -0.292025 -0.4 0.2 0.1 -0.381
H 1.372281 -0.133234 -1.687520 -0.4 -0.5 0.2 0.300
H -9.523893 1.337378 1.827880 0.0 0.0 -0.1 0.360
H 3.895411 -3.521688 -1.520877 0.0 0.0 0.3 0.378
H 6.030030 -2.075041 2.737254 -0.2 0.0 0.0 0.329
H -8.286677 0.500041 2.766911 0.1 0.0 0.0 0.285
H 1.352041 -1.408088 1.133757 0.7 0.0 -0.6 0.402
O 3.951023 3.173877 -0.527922 -0.2 -1.1 0.0 -0.538
H 3.558269 -2.722424 0.013512 -0.1 0.1 -0.1 0.151
C 0.939849 -1.060066 0.175845 -0.9 -1.1 0.7 -0.543
B 3.322406 2.952513 0.664769 0.6 0.6 0.6 0.489
C 5.312644 -1.604484 2.057984 0.2 -0.3 -0.8 -0.797
H -9.467260 -1.170915 1.460063 0.0 0.1 0.0 0.345
H 4.993875 -0.650364 2.478332 0.0 -0.2 0.1 0.226
C -8.791294 -0.492630 0.941392 0.0 -0.1 0.0 -0.442
Cl -7.342587 1.824192 1.075158 -0.3 0.2 0.2 -0.186
H 4.455306 2.412933 -0.850420 0.1 0.5 -0.3 0.341
C -4.347651 1.212861 -1.750494 -0.1 -0.1 -0.2 -0.584
Cl -9.513033 -0.155465 -0.651845 0.1 0.0 0.0 -0.173
H -1.189400 0.235604 -0.735745 0.3 -0.2 0.1 0.221
H 4.876215 -0.659793 -1.269538 0.3 -0.1 0.1 0.193
H -5.459417 0.875011 0.071933 0.3 -0.2 -0.2 -0.136
C 1.753243 1.037776 0.395425 -0.9 -1.4 -0.6 0.204
H 1.778186 -2.622397 -1.986722 0.0 0.3 0.0 0.385
H 4.473321 -2.278282 1.881767 0.1 0.1 0.2 0.259
H -0.469133 -1.841234 -1.041457 -0.3 -0.2 0.2 0.325
Cl -3.806843 -0.816749 0.007557 0.1 0.0 0.0 -0.190
C 5.045775 -1.743054 -1.270935 -0.4 -1.1 0.0 -0.454
H -0.284791 1.782559 -0.785236 -0.3 -0.2 -0.1 0.379
H 4.621116 2.881180 2.081589 0.2 0.7 0.1 0.328
H -1.278710 1.368551 0.618071 -0.1 -0.1 -0.2 0.556
O 3.841031 3.406782 1.840455 -0.3 -0.8 0.0 -0.449
H -3.782151 0.648560 -2.489315 0.1 0.0 0.1 0.352
C -4.987547 0.307420 -0.730008 -0.1 0.2 0.0 -0.004
H -7.846408 -1.007913 0.779818 0.0 0.0 0.0 0.267
N 2.734703 0.240872 -0.209894 -0.3 0.3 -0.6 -0.117
Cl -3.242627 2.398698 -0.997498 -0.1 0.1 -0.1 -0.187
H 3.240365 0.711020 -0.958185 0.3 0.6 0.8 0.293
C 6.067739 -1.272754 0.768552 -1.7 -2.5 1.0 0.672
O 6.707900 -0.309068 0.710248 2.0 3.3 -0.5 -0.490
H 5.455099 -2.049038 -2.237571 0.0 0.3 0.1 0.353
N -0.069293 -2.034441 -0.126438 0.1 1.3 -0.4 -0.564
C 2.541218 -1.873899 -1.755287 1.0 0.1 1.0 -1.137
N 1.977090 2.258188 0.784932 0.1 1.4 -0.4 0.032
C -0.625845 0.959717 -0.150279 0.2 0.8 0.8 -1.136
N 0.569150 0.364993 0.524287 0.4 0.4 -0.5 0.105

Record 2
52
Properties=species:S:1:pos:R:3:forces:R:3:mulliken_charge:R:1 method="wB97M-V/def2-TZVPD" gap_ev=7.75 smiles="COB(O)[PH3]CCCCCCCSc1nnco1.COC(=O)OC" total_charge=0
H 1.266414 6.073419 -6.709686 0.0 0.0 0.1 0.293
H -1.791831 1.172151 2.658428 0.1 0.2 0.0 0.215
H 1.830597 -2.110326 -2.214589 0.2 -0.3 -0.5 0.270
O 0.902301 -1.969597 -2.428262 -0.1 0.3 0.9 -0.503
H 3.079208 1.072516 -3.616743 0.0 0.0 -0.1 0.249
H 2.333503 1.609789 -2.120780 0.0 0.0 0.2 0.264
H -2.798159 -0.785489 3.710344 -0.1 0.0 0.1 0.358
S 2.619331 -2.826226 5.454077 0.2 0.1 -0.2 -0.203
H 1.539655 1.419199 -5.512502 0.0 0.1 0.1 0.160
C 1.449651 -4.105487 5.582430 0.0 -0.1 -0.2 0.489
H 1.065459 -0.932536 3.430453 0.0 0.0 -0.1 0.216
H -1.742640 -1.038043 -1.622179 0.0 -0.1 0.3 -0.047
H -0.933198 1.289260 -2.041092 0.0 0.0 0.1 -0.079
H 0.829353 -1.577694 6.371026 0.0 0.1 0.2 0.402
C -0.045246 -5.288695 6.478662 0.2 0.0 -0.3 0.061
C -1.591165 0.180641 2.248958 -0.1 -0.2 0.0 -0.379
H -0.559599 0.189112 1.898805 0.1 0.0 0.0 0.258
C 2.477972 0.749763 -2.771524 0.1 0.0 -0.4 -0.762
H 0.287159 -2.412569 3.935278 0.1 -0.2 0.0 0.326
O 0.331738 4.427195 -7.569700 0.0 0.0 0.0 -0.333
O 1.230705 0.257808 -3.251014 0.3 0.0 0.6 -0.326
C -2.563561 -0.071972 1.094503 0.1 0.4 0.3 -0.595
N 0.153989 -5.799673 5.314550 0.0 0.2 0.3 -0.366
H -0.735423 -5.597801 7.239743 -0.1 -0.1 0.1 0.419
H -0.226517 1.355549 -5.334737 0.0 0.1 0.1 0.284
N 1.135862 -5.011556 4.716126 0.0 0.2 0.3 -0.294
H -2.602166 -1.141497 0.873705 0.1 -0.1 -0.2 0.350
C 0.472992 3.577325 -6.551142 0.0 0.0 -0.1 0.763
H -1.238871 -1.092260 5.419335 0.0 0.1 0.2 0.428
H -0.028523 -0.077112 -0.100838 0.1 -0.1 0.0 -0.211
H 0.580267 0.371243 -6.573967 0.0 0.1 -0.1 0.286
H -0.581551 0.390597 4.672192 -0.2 0.1 0.3 0.293
H -0.502854 6.012537 -6.514689 0.0 0.0 0.1 0.293
H 3.045928 -0.025755 -2.253264 0.1 0.0 0.1 0.323
C -1.766411 -0.847600 3.363654 0.1 0.4 -0.3 -0.854
P -0.891101 0.071091 -1.251367 -0.4 0.0 -0.5 0.212
H 2.007318 -0.525730 5.609030 0.2 0.1 0.0 0.448
O 0.592139 3.884659 -5.393716 0.0 0.0 0.1 -0.551
C 0.326596 5.803623 -7.187403 0.0 0.1 -0.1 -0.626
O 0.737914 -4.216571 6.735997 -0.2 -0.2 -0.1 -0.259
C 1.435486 -1.438234 5.478480 -0.4 -0.4 0.1 -0.910
H -3.164980 0.750304 -0.790659 0.0 0.1 -0.2 0.446
H 0.205884 6.370223 -8.105775 0.0 -0.1 0.0 0.212
H -2.069329 1.791330 0.107286 0.1 0.1 0.0 0.484
C -2.275634 0.750766 -0.154962 -0.1 -0.2 0.1 -1.194
H -3.551997 0.200560 1.468648 -0.2 -0.2 0.0 0.399
O 0.462238 2.340578 -7.036660 0.0 -0.1 0.0 -0.324
C -0.786715 -0.668829 4.523458 0.1 -0.4 -0.4 -0.584
H -1.645060 -1.837375 2.921552 0.0 -0.2 0.1 0.404
C 0.529209 -1.400814 4.255510 0.0 0.2 0.0 -0.423
C 0.597714 1.317551 -6.041699 0.0 -0.2 0.0 -0.474
B 0.565950 -0.629347 -2.413281 -0.2 -0.1 -0.7 0.693

Record 3
52
Properties=species:S:1:pos:R:3:forces:R:3:mulliken_charge:R:1 method="wB97M-V/def2-TZVPD" gap_ev=10.67 smiles="CCCCOO[P@@](=O)(O)OB(O)OC.CCCC#N.CCCC#N" total_charge=0
H -1.773258 -5.268799 0.099056 -0.1 0.0 -0.2 0.376
H -3.320910 -2.790487 2.703437 0.1 0.1 0.3 0.385
C -1.719151 2.225457 4.002161 0.2 -0.1 0.1 -0.451
H 1.168915 0.349098 0.595792 0.0 -0.1 0.0 0.331
C -0.846432 1.420274 4.971644 0.0 -0.2 0.2 -0.403
C 0.345407 0.680956 -0.037923 0.4 -0.2 0.4 -0.316
C 3.124514 4.150580 -3.815635 0.0 -0.2 -0.2 -0.428
C -1.381146 -4.325793 0.478829 -0.1 0.1 -0.3 -0.974
H -2.462002 0.704738 6.233524 0.0 0.0 0.0 0.302
H 0.178264 -2.940558 0.081273 0.0 0.1 -0.1 0.176
H 0.722614 1.480736 -0.681982 -0.4 -0.5 0.2 0.104
H 2.608738 -2.280191 -4.171827 0.2 -0.2 -0.2 0.345
H 4.029793 4.552688 -4.273059 0.0 0.1 0.1 0.309
H 3.450723 5.249967 -1.972473 0.0 0.0 0.1 0.303
O 0.307181 -0.958066 -3.143514 -0.3 -0.8 0.7 -0.514
O 1.747463 -2.712261 -4.227816 -0.7 0.2 -0.1 -0.523
N -2.659494 0.669173 2.125954 0.0 0.3 0.2 -0.478
H -1.335721 0.647962 -3.423267 -0.2 0.2 -0.1 0.283
O 2.023465 -2.307082 -1.767917 -0.2 0.2 0.2 -0.627
H 0.482441 -4.483817 -0.650662 -0.2 -0.2 -0.3 0.411
H -1.990794 -0.428892 4.960016 0.0 0.0 0.0 0.203
H -0.002201 0.990198 4.429554 0.0 0.1 0.0 0.273
B -0.335913 -0.269609 -2.083405 -0.9 0.4 0.0 0.769
C 2.060375 3.738131 -1.628730 -0.2 0.0 0.3 0.267
H -0.437553 1.061790 0.611093 -0.3 0.0 -0.1 0.076
O -0.098280 -0.473539 -0.768850 0.5 0.0 -0.3 0.030
C -2.508395 -3.317315 0.783681 0.2 -0.1 0.3 -0.312
C -2.257452 1.362251 2.950242 -0.1 0.0 -0.2 0.234
H 2.822167 2.719046 -5.407604 0.0 0.0 0.0 0.352
H -0.869776 -4.565692 1.411591 0.1 -0.1 0.1 0.409
H 3.708983 2.069887 -4.026671 0.0 0.0 0.0 0.306
O -0.899609 -3.248676 -1.635419 -0.3 0.0 -0.1 -0.174
H -2.550452 -2.521044 0.043741 0.1 -0.1 -0.3 0.328
P 1.041472 -2.340454 -2.851903 1.4 0.2 0.3 0.805
H -3.449750 -3.855138 0.694304 -0.1 0.1 0.1 0.319
C 3.271904 4.223032 -2.291249 -0.1 0.0 -0.2 -0.462
C 2.891071 2.730668 -4.320190 0.0 0.0 0.0 -0.977
H -1.135968 3.017960 3.532338 -0.1 0.0 0.0 0.280
C -1.614134 0.305686 5.673448 0.0 0.0 0.0 -0.981
O -0.052516 -3.506077 -2.764033 0.0 -0.2 -0.4 -0.341
H 2.296318 4.786793 -4.132293 0.0 0.1 0.1 0.307
H -1.572097 -3.066069 2.759917 0.1 0.1 0.1 0.357
H 4.115506 3.615792 -1.959693 0.0 0.0 0.0 0.270
N 1.103590 3.360978 -1.112961 0.4 0.7 -0.3 -0.519
C -0.308546 -3.771820 -0.432383 0.5 0.4 0.8 -0.225
H -2.262340 -1.570114 2.036899 0.2 -0.1 0.3 -0.188
H -0.966082 -0.221390 6.373437 0.0 0.0 0.0 0.332
O -1.282580 0.643070 -2.462645 0.4 -0.1 -0.3 -0.500
H 1.960184 2.316240 -3.929686 0.0 0.0 0.0 0.171
C -2.381870 -2.641080 2.172445 -0.6 -0.2 -0.6 -0.653
H -0.433962 2.101326 5.718131 0.0 0.1 -0.1 0.318
H -2.552707 2.689487 4.531284 0.0 0.0 0.0 0.315